{
  "formula": "C6H11NO",
  "method": "the ωB97M-V functional and the def2-TZVPD basis",
  "species": ["C", "C", "C", "C", "C", "C", "H", "H", "H", "H", "H", "H", "H", "H", "H", "H", "H", "N", "O"],
  "positions_angstrom": [[-1.096329, -1.151401, 0.268013], [-0.424201, 0.378815, 0.210646], [-0.882761, 1.304953, -0.911785], [0.091551, 0.373014, -2.046907], [0.960595, 0.008920, 0.017440], [0.450006, 0.450445, 1.346000], [-1.844388, -1.217671, 1.308627], [-0.229046, -2.079075, 0.058608], [-1.809608, -1.042800, -0.757400], [-2.143741, 1.473845, -1.012286], [-0.533291, 2.284411, -0.828815], [0.581793, 1.196008, -2.511213], [-0.588965, -0.360283, -2.494914], [-0.195339, -1.466213, -0.792743], [1.814622, 0.753550, -0.354723], [0.667732, 1.424078, 1.530258], [1.009226, -0.164334, 3.056996], [0.832203, -0.831079, -1.249259], [0.356552, -0.396554, 2.280247]],
  "forces_ev_per_a": [[-3.6, 1.5, 0.3], [-3.2, -1.1, 0.4], [-2.3, -3.4, -0.3], [-2.9, -2.3, 2.2], [4.8, 1.9, -3.5], [0.3, -0.1, -3.1], [2.3, -0.2, -3.2], [-2.9, 1.5, 2.7], [1.4, -1.0, 2.9], [3.5, -1.0, -0.1], [1.0, 1.4, 0.2], [1.1, -0.5, -1.0], [0.0, 1.4, -1.6], [4.6, 2.2, -4.3], [-2.3, -0.7, 0.8], [1.6, 2.8, 0.9], [-2.0, -0.8, -2.3], [-2.2, 1.2, 0.6], [0.8, -2.8, 8.4]],
  "lowdin_charge": [-0.044, -0.431, -0.065, -0.109, -0.277, -0.413, 0.167, 0.181, 0.143, 0.156, 0.049, 0.071, 0.077, 0.039, 0.170, 0.132, 0.192, -0.072, 0.034],
  "gap_ev": 8.4,
  "charge": 0,
  "homo_energy_ev": -7.89,
  "relative_energy_kcal_mol": 271.3,
  "energy_ev": -9926.68921
}


{
  "formula": "C6H14NPS3",
  "method": "the ωB97M-V functional and the def2-TZVPD basis",
  "species": ["C", "C", "C", "C", "C", "C", "N", "P", "S", "S", "S", "H", "H", "H", "H", "H", "H", "H", "H", "H", "H", "H", "H", "H", "H"],
  "positions_angstrom": [[-1.617809, 1.635713, 0.140448], [-2.417051, 0.500435, -0.547871], [-1.238670, 1.098639, 1.541154], [-1.474120, -0.574109, -0.950086], [-0.544829, -0.269175, 1.456145], [-0.288562, -0.528646, -0.047232], [3.456463, -1.925685, -1.814416], [2.723004, -0.741796, -0.738376], [1.562986, 2.022680, 0.043095], [4.050816, -1.013810, 0.898658], [0.855905, -1.876173, -0.308749], [-0.801730, 1.946706, -0.542200], [-2.202599, 2.527770, 0.330143], [-3.258034, 0.202352, 0.033041], [-2.857845, 1.005878, -1.397134], [-0.714531, 1.894608, 2.213943], [-2.160634, 1.069875, 2.174513], [-1.930573, -1.573009, -0.939003], [-1.169920, -0.598427, -2.059569], [0.326386, -0.187814, 2.089740], [-1.327467, -0.907811, 1.828890], [0.256504, 0.384393, -0.206800], [2.708831, -2.381122, -2.381448], [4.342993, -1.933132, -2.279164], [3.720498, 0.221662, 1.462289]],
  "forces_ev_per_a": [[-0.6, -0.3, 0.9], [0.0, 2.7, -0.9], [0.1, 2.6, 1.4], [0.1, -2.0, -1.9], [-1.7, 0.8, -0.3], [1.4, -0.2, 1.5], [-2.7, -0.1, 0.4], [-0.2, -0.9, -0.1], [1.0, -0.2, -0.2], [-0.4, 1.1, 0.2], [1.5, -0.1, -0.5], [-0.3, -0.2, 0.7], [-0.4, 0.2, -0.3], [-0.4, -0.5, 0.8], [-0.3, -0.3, -0.6], [0.0, -1.3, -1.6], [0.2, -0.5, -0.9], [-0.2, 0.1, 0.6], [-0.1, 0.8, 1.6], [0.4, -0.8, -0.2], [0.4, -1.1, 0.4], [0.7, 0.3, -1.0], [1.0, 0.5, 0.6], [0.4, 0.6, 0.2], [0.3, -1.1, -0.6]],
  "lowdin_charge": [-0.245, -0.197, -0.248, -0.247, -0.219, -0.790, -0.306, 0.286, 0.238, 0.312, 0.628, 0.032, 0.105, 0.106, 0.107, 0.121, 0.109, 0.109, 0.142, 0.100, 0.107, -0.110, 0.022, 0.022, -0.184],
  "gap_ev": [6.2, 6.3],
  "charge": 0,
  "homo_energy_ev": [-8.47, -8.35],
  "relative_energy_kcal_mol": 88.1,
  "energy_ev": -49730.84294
}


{
  "formula": "C5H11N3O",
  "method": "the ωB97M-V functional and the def2-TZVPD basis",
  "species": ["C", "C", "O", "C", "N", "H", "H", "H", "H", "H", "H", "H", "C", "N", "C", "N", "H", "H", "H", "H"],
  "positions_angstrom": [[1.873022, -0.843771, 0.670326], [1.080485, -0.219025, -0.429456], [1.402555, 1.069340, -0.791410], [0.114896, -0.871935, -1.192355], [-0.040033, -0.577885, -2.570178], [1.902854, -0.206359, 1.557234], [1.447006, -1.801831, 0.954012], [2.905197, -1.001461, 0.341963], [2.217468, 1.345888, -0.357634], [0.002256, -1.927764, -0.971609], [-0.954712, -0.880894, -2.888198], [0.018424, 0.422737, -2.721761], [-1.419518, 0.708926, 1.976429], [-1.089657, 0.920800, 0.579936], [-1.712657, 0.169248, -0.420176], [-2.708163, 0.056236, -1.033705], [-2.500148, 0.763784, 2.113534], [-0.927288, 1.460243, 2.595683], [-1.102774, -0.287550, 2.299085], [-0.509215, 1.701275, 0.288278]],
  "forces_ev_per_a": [[-0.4, 0.4, 0.1], [-1.3, -1.5, -1.8], [0.1, -0.1, 0.0], [4.0, -0.1, 0.3], [-0.6, 0.4, 0.1], [0.0, 0.0, 0.1], [0.0, -0.1, 0.0], [0.0, 0.0, 0.0], [-0.1, -0.1, 0.0], [-0.3, 0.1, 0.2], [0.0, 0.1, 0.0], [0.0, 0.0, -0.2], [-0.3, -0.3, -0.4], [-0.3, -0.2, -0.5], [-2.0, 3.2, 1.9], [1.5, -1.2, -0.1], [-0.1, 0.1, 0.2], [0.0, -0.1, -0.2], [0.1, 0.0, 0.1], [-0.3, -0.6, 0.1]],
  "lowdin_charge": [-0.035, -0.390, 0.023, -0.238, 0.042, 0.079, 0.084, 0.089, 0.109, 0.121, 0.068, 0.075, -0.097, -0.094, -0.349, 0.156, 0.078, 0.084, 0.075, 0.119],
  "gap_ev": 7.9,
  "charge": 0,
  "homo_energy_ev": -7.42,
  "relative_energy_kcal_mol": 82.5,
  "energy_ev": -11878.19399
}


{
  "formula": "C29H75N6O13V",
  "method": "the ωB97M-V functional and the def2-TZVPD basis",
  "species": ["O", "V", "O", "O", "C", "O", "O", "H", "C", "O", "C", "C", "N", "C", "C", "O", "C", "H", "H", "H", "H", "H", "H", "H", "H", "H", "H", "H", "H", "H", "H", "H", "C", "O", "C", "C", "N", "C", "C", "O", "C", "H", "H", "H", "H", "H", "H", "H", "H", "H", "H", "H", "H", "H", "H", "H", "C", "C", "C", "O", "C", "N", "H", "H", "H", "H", "H", "H", "H", "H", "H", "H", "H", "C", "C", "C", "O", "C", "N", "H", "H", "H", "H", "H", "H", "H", "H", "H", "H", "H", "C", "C", "C", "O", "C", "N", "H", "H", "H", "H", "H", "H", "H", "H", "H", "H", "H", "C", "C", "C", "O", "C", "N", "H", "H", "H", "H", "H", "H", "H", "H", "H", "H", "H"],
  "positions_angstrom": [[-0.409499, 1.505958, 1.862122], [1.122174, 1.081332, 1.498974], [1.116551, -0.513392, 1.518267], [3.049670, 4.524053, 2.866167], [2.623897, 4.189734, 1.668972], [2.961800, 4.910255, 0.770673], [1.891065, 3.160497, 1.547898], [3.662594, 5.193034, 2.552501], [-3.721394, 5.023482, 2.112218], [-4.353757, 4.262007, 1.077487], [-4.216846, 2.812001, 1.264613], [-4.666536, 2.176345, -0.022573], [-3.566300, 2.113032, -0.870158], [-4.095268, 1.778211, -2.235676], [-2.980752, 1.749135, -3.356274], [-2.726973, 3.084442, -3.798554], [-1.658120, 3.157992, -4.752123], [-3.883803, 4.690423, 3.137295], [-3.905914, 6.093065, 2.011907], [-2.642457, 4.916723, 2.224384], [-4.925255, 2.504392, 2.033788], [-3.230104, 2.461592, 1.567362], [-5.505605, 2.740674, -0.429520], [-5.079831, 1.185701, 0.166909], [-2.936718, 2.894706, -0.757401], [-4.816347, 2.468066, -2.674131], [-4.443065, 0.746089, -2.192505], [-3.289956, 1.110600, -4.183780], [-2.136299, 1.235639, -2.896577], [-0.752547, 2.662456, -4.402163], [-1.457675, 4.153645, -5.147832], [-1.970359, 2.555573, -5.605170], [-0.551264, -9.268573, 2.487499], [0.367111, -8.493612, 1.792210], [0.791469, -9.143011, 0.539940], [2.055207, -8.462594, -0.028208], [1.824901, -7.104431, -0.514467], [2.978631, -6.425983, -1.152521], [2.456577, -5.147093, -1.833542], [1.902760, -4.207645, -0.850256], [1.169332, -3.091272, -1.253305], [-0.894687, -8.657838, 3.322451], [-0.171856, -10.215968, 2.870382], [-1.396499, -9.411376, 1.814243], [0.019866, -9.140585, -0.229956], [1.062049, -10.184941, 0.710980], [2.496315, -9.138843, -0.760479], [2.805669, -8.494887, 0.761649], [1.403187, -6.469798, 0.148490], [3.306124, -7.154097, -1.894613], [3.796715, -6.201110, -0.468216], [1.660905, -5.332770, -2.555015], [3.360460, -4.676213, -2.220019], [0.925370, -2.417938, -0.431596], [0.196479, -3.438089, -1.601683], [1.639285, -2.619272, -2.116126], [-2.368100, -1.383811, 1.414732], [-2.202940, -1.653289, -0.076248], [-3.526552, -1.987369, -0.791716], [-3.263824, -2.323844, -2.163119], [-4.436659, -2.490221, -2.938971], [-1.814426, -0.419991, -0.697389], [-2.843200, -0.456561, 1.735031], [-1.332286, -1.314802, 1.747061], [-2.650743, -2.333807, 1.868299], [-1.435509, -2.411012, -0.234374], [-4.301016, -1.244640, -0.600266], [-3.931921, -2.846330, -0.256952], [-5.069281, -3.338952, -2.679064], [-4.030235, -2.679091, -3.932582], [-5.023037, -1.571802, -2.911436], [-2.338313, 0.420685, -0.500136], [-1.870611, -0.647728, -1.679770], [2.283881, 0.747719, -2.827326], [2.136537, 0.552570, -1.327466], [3.334062, 1.161384, -0.573116], [3.427270, 0.771901, 0.824486], [4.551897, 1.195263, 1.510636], [0.945994, 1.201332, -0.861641], [1.649946, 0.085773, -3.417292], [3.285850, 0.458805, -3.144646], [2.176456, 1.780559, -3.158689], [2.016079, -0.518386, -1.164220], [3.293550, 2.249871, -0.613907], [4.215164, 0.883080, -1.151303], [4.545112, 2.283354, 1.574676], [5.489294, 0.849966, 1.074565], [4.483779, 0.829402, 2.535140], [0.119547, 0.704902, -1.162726], [0.874753, 2.042097, -1.416735], [0.420690, -0.331696, 4.905915], [1.998908, -0.143673, 4.705415], [2.724719, -1.506667, 4.277232], [4.028449, -1.251643, 3.898157], [4.784216, -2.285331, 3.306054], [2.164745, 1.011009, 3.793022], [-0.009451, 0.635881, 5.164522], [0.218034, -1.010394, 5.734415], [-0.010370, -0.803106, 4.022709], [2.283659, 0.152371, 5.715049], [2.222418, -2.032811, 3.465464], [2.823100, -2.237895, 5.079565], [4.220758, -2.759208, 2.502281], [5.044509, -2.965336, 4.117183], [5.743780, -1.889300, 2.973642], [3.152749, 1.192273, 3.687740], [1.822998, 1.759723, 4.378449], [-1.120431, 4.109630, -0.481040], [-0.555221, 5.066115, -1.556902], [-0.615024, 6.509767, -1.094614], [0.125131, 7.422939, -1.927207], [-0.159819, 7.601148, -3.286669], [0.823561, 4.616491, -1.795102], [-0.624652, 3.965014, 0.478852], [-1.094616, 3.138284, -0.974923], [-2.172793, 4.390356, -0.438218], [-1.051377, 4.886786, -2.510725], [-0.153190, 6.665350, -0.119625], [-1.650285, 6.838135, -1.002443], [-1.167884, 7.982354, -3.449723], [-0.123531, 6.656475, -3.829238], [0.587076, 8.284940, -3.690010], [1.361760, 4.603372, -0.940544], [1.306392, 5.402102, -2.207160]],
  "forces_ev_per_a": [[2.6, -0.7, -0.6], [-2.3, 1.3, 0.9], [0.0, 0.5, -0.2], [0.6, -0.3, 2.1], [-1.6, -1.8, -0.9], [0.8, 1.5, -2.7], [-0.6, -1.8, 0.4], [0.5, 0.8, 0.8], [0.7, -0.3, 0.5], [1.2, -0.6, 1.0], [-1.6, 1.0, 0.4], [-0.7, 0.3, 1.7], [0.2, -1.3, -3.1], [2.9, 0.4, -1.1], [-0.8, 0.4, 1.2], [0.7, -0.1, 0.3], [-0.8, -1.3, -0.3], [-1.5, -0.1, 0.1], [-0.4, -0.3, -0.2], [0.6, -0.1, -1.3], [0.0, 0.2, 0.4], [0.4, 0.4, -0.1], [-0.2, 0.4, 0.0], [0.1, -0.4, 0.1], [-0.4, 0.1, -0.7], [-0.6, 0.1, 0.6], [-0.5, 0.1, 0.1], [-0.3, 0.1, -0.3], [0.7, 0.4, -0.1], [0.2, 0.3, 0.4], [-0.2, 0.1, 0.7], [0.0, -0.1, -0.4], [-1.4, 0.2, 0.3], [2.3, -0.2, -2.5], [0.1, 0.9, 1.1], [-1.8, -0.8, 0.1], [3.6, -0.5, 1.7], [-2.4, -0.2, -1.3], [-0.4, 2.0, 1.2], [1.7, -2.5, 1.2], [-1.2, -0.3, -1.5], [0.0, -0.1, 0.0], [0.2, -0.1, -0.2], [-0.4, -0.5, 0.3], [-0.4, 0.1, 0.2], [0.0, -0.1, 0.2], [-0.1, 0.4, -0.6], [0.3, 0.9, 0.4], [-1.3, 0.3, 0.2], [0.4, 0.3, -0.2], [-0.3, -0.1, 0.6], [0.4, -0.3, -0.4], [-0.2, 0.0, -0.8], [0.8, -0.1, 0.2], [-0.3, 0.0, -0.3], [0.2, 0.5, 0.2], [1.6, -1.4, -0.1], [-2.2, 2.1, 0.0], [0.4, -2.3, 1.1], [-0.4, 0.4, 1.2], [0.7, 0.2, -0.5], [2.6, 0.0, -1.3], [-0.5, -0.4, -0.3], [0.2, 0.5, 0.2], [-0.9, 0.3, 0.5], [-0.2, -0.2, -0.1], [0.2, 0.7, -0.6], [-0.3, -0.7, -0.3], [0.1, -0.1, 0.5], [-0.4, 0.2, -0.2], [-0.2, 0.0, -0.2], [-0.6, 0.0, 0.2], [-0.1, 0.7, -0.4], [1.1, -0.3, -0.6], [0.7, -0.2, -0.1], [0.6, -0.1, -0.2], [-1.7, -0.9, -1.8], [0.5, 1.0, 0.7], [-0.7, 0.3, 1.3], [-0.5, 0.2, 0.2], [0.2, 0.0, 0.0], [-0.3, 0.1, 0.2], [0.4, 0.0, 0.5], [-0.3, 0.2, 0.0], [0.5, -0.3, 0.5], [0.3, 0.2, -0.1], [0.0, -0.1, -0.2], [0.1, -0.3, -0.3], [-0.6, -0.7, 0.5], [0.0, 1.2, 0.6], [1.7, -0.7, -0.3], [-1.9, -1.8, 0.3], [-0.6, 0.5, 0.2], [1.5, 1.9, -0.9], [-0.3, 0.2, 1.1], [-0.2, -0.7, -0.4], [-0.2, -0.1, -0.3], [0.2, 0.0, 0.1], [-0.2, 0.5, -0.1], [0.8, -0.1, -0.1], [-0.6, 0.3, -0.3], [-0.8, 0.1, 0.7], [0.1, -0.2, -0.1], [-0.1, -0.7, -0.2], [-0.3, 0.3, -0.3], [0.2, 0.1, -0.1], [-0.2, 0.7, -0.5], [-0.8, 0.1, -1.8], [1.5, -0.9, 1.4], [0.0, 0.8, -0.9], [0.5, 0.0, 0.8], [-0.6, -0.6, 0.1], [0.6, 0.3, -0.4], [0.1, 0.7, -0.1], [0.0, -0.3, 0.1], [-0.1, 0.0, 0.9], [-0.6, 0.3, 0.2], [0.1, -0.4, 0.0], [-0.3, 0.1, -0.1], [-0.2, 0.3, 0.0], [0.2, -0.2, -0.2], [-0.1, 0.0, 0.1], [-0.1, -0.4, 0.9], [0.1, 0.2, -0.9]],
  "lowdin_charge": [-0.336, 0.894, -0.352, 0.121, -0.866, 0.050, -0.108, 0.115, -0.120, -0.181, -0.180, -0.268, -0.062, -0.134, -0.207, -0.191, -0.098, 0.079, 0.090, 0.070, 0.120, 0.116, 0.125, 0.115, 0.058, 0.121, 0.095, 0.116, 0.092, 0.076, 0.088, 0.079, -0.118, -0.189, -0.158, -0.105, 0.215, -0.084, -0.138, -0.203, -0.099, 0.101, 0.097, 0.094, 0.131, 0.131, 0.145, 0.166, 0.168, 0.140, 0.163, 0.134, 0.135, 0.081, 0.088, 0.093, -0.041, -0.415, -0.198, -0.199, -0.103, 0.051, 0.087, 0.047, 0.080, 0.116, 0.118, 0.115, 0.086, 0.089, 0.080, 0.050, 0.058, -0.043, -0.409, -0.129, -0.249, -0.090, 0.068, 0.080, 0.078, 0.088, 0.112, 0.135, 0.127, 0.098, 0.104, 0.071, 0.062, 0.071, -0.037, -0.312, -0.185, -0.221, -0.086, 0.062, 0.079, 0.072, 0.057, 0.130, 0.107, 0.123, 0.086, 0.086, 0.090, 0.065, 0.103, -0.045, -0.399, -0.159, -0.201, -0.116, 0.061, 0.084, 0.056, 0.071, 0.115, 0.135, 0.125, 0.086, 0.070, 0.093, 0.042, 0.064],
  "s2": 0.754,
  "spin_multiplicity": 2,
  "gap_ev": [7.4, 2.1],
  "charge": 1,
  "homo_energy_ev": [-10.08, -10.08],
  "relative_energy_kcal_mol": 0.0,
  "energy_ev": -92522.29422
}


Molar mass in Da, matching the order above: 113.16, 227.36, 129.16, 766.89